No. 1
The following is a DFT calculation (ωB97M-V/def2-TZVPD) of an isolated ion of composition C6H8N and charge +1 in a non-equilibrium geometry.

Geometry (Å):
C: 1.93440 -0.67653 -0.06416
C: 2.13458 0.69079 0.06076
C: -0.11446 0.28946 0.11517
C: 0.52000 -1.08219 -0.07439
C: 0.87265 1.29003 0.02456
C: -2.53733 0.05755 0.05083
N: -1.35368 0.72572 -0.02621
H: 2.83741 -1.36330 0.01038
H: 3.11051 1.17938 0.21308
H: 0.36795 -1.52665 -1.17776
H: 0.41393 -1.82495 0.73244
H: 0.67174 2.36624 -0.12413
H: -3.08961 0.20669 -0.95681
H: -3.34179 0.69339 0.73258
H: -2.42631 -1.02563 0.48367

Atomic forces in eV per Å
C 2.4 0.0 1.1
C 0.4 -0.2 0.1
C -3.7 0.1 -1.9
C 0.6 -0.4 -1.3
C 1.2 0.8 -0.2
C -3.3 -1.3 1.2
N 3.0 1.2 0.8
H -1.5 0.6 -0.5
H -0.7 -0.3 -0.4
H -0.3 0.7 2.5
H -0.5 0.0 -0.6
H -0.1 -0.8 0.4
H 0.9 -0.7 1.3
H 2.2 -1.5 -1.4
H -0.7 1.7 -1.2

Values from the calculation:
- net charge = +1
- relative energy (zero: lowest compared OMol25 entry of this formula, charge and spin) (kcal/mol) = 98.5
- 2S+1 = 1
- frontier orbital gap (eV) = 7.5
- E (eV) = -7831.4152

No. 2
The following is a DFT calculation (ωB97M-V/def2-TZVPD) of C6H8N as an isolated structure in a non-equilibrium geometry.

Geometry (Å):
C: 0.90092 -1.71032 -0.02571
C: 0.32303 1.48890 -0.05167
C: 1.51933 0.52945 0.03293
C: 0.67081 -0.49360 0.78284
C: 0.78436 -0.47147 -0.80525
C: -1.93711 0.02337 -0.03423
N: -0.38353 0.13126 -0.13883
H: 1.95244 -2.09833 -0.07540
H: 0.14671 -2.56161 0.00265
H: 0.11017 2.05031 0.89877
H: 0.09122 2.01019 -0.91802
H: 2.52639 0.99530 0.15267
H: -2.31833 -0.91202 -0.25858
H: -2.00982 0.24966 1.04698
H: -2.37661 0.76891 -0.60914

Atomic forces in eV per Å
C 0.7 -3.7 -0.1
C -0.5 -1.3 2.5
C 0.4 2.7 0.2
C 0.2 0.7 -0.6
C -0.3 -0.2 -0.3
C 3.2 0.5 2.5
N -1.7 1.1 0.9
H -1.0 0.3 0.5
H 0.8 1.5 -0.3
H 0.0 -0.6 -1.0
H 0.1 1.2 -1.6
H -0.5 -1.6 -0.3
H -0.4 -1.9 -0.5
H -0.6 -0.2 -0.7
H -0.5 1.4 -1.2

Values from the calculation:
- net charge = +1
- relative energy (zero: lowest compared OMol25 entry of this formula, charge and spin) (kcal/mol) = 150.6
- 2S+1 = 1
- frontier orbital gap (eV) = 11.8
- E (eV) = -7829.1575